No. 1
{
  "formula": "C17H8MoN8O4S2",
  "method": "wB97M-V/def2-TZVPD",
  "gap_ev": [6.194, 5.841],
  "e_homo_ev": [-7.57, -7.81],
  "total_energy_ev": -61398.060,
  "lumo_energy_ev": [-1.37, -1.97],
  "spin_multiplicity": 3,
  "s2": 2.021,
  "charge": 0,
  "elements": ["Mo", "O", "C", "O", "C", "C", "C", "C", "C", "N", "C", "O", "O", "H", "H", "H", "S", "C", "C", "N", "C", "S", "C", "N", "N", "C", "N", "C", "N", "C", "C", "N", "C", "C", "N", "H", "H", "H", "H", "H"],
  "positions_angstrom": [[0.11421, 0.14734, 0.11759], [0.36762, 4.24609, 0.01101], [0.00180, 3.10244, 0.10120], [0.74269, 2.03169, -0.01021], [-1.43258, 2.70604, 0.29947], [-2.51445, 3.54385, 0.47950], [-3.77843, 2.98394, 0.59326], [-3.92105, 1.60434, 0.49279], [-2.79048, 0.83847, 0.31604], [-1.56785, 1.37794, 0.24136], [-2.73283, -0.65714, 0.18015], [-3.71283, -1.35062, 0.08507], [-1.48906, -1.06514, 0.17996], [-2.34275, 4.61000, 0.53027], [-4.64449, 3.61179, 0.75163], [-4.88175, 1.11213, 0.54887], [0.25066, 0.09090, 2.52998], [1.95459, 0.25823, 2.85716], [2.30138, 0.35876, 4.23660], [2.54494, 0.41696, 5.35994], [2.92909, 0.24091, 1.90643], [2.66988, 0.04933, 0.20614], [4.29903, 0.33497, 2.29900], [5.41110, 0.38614, 2.58891], [0.25709, -0.15061, -4.16015], [-0.01389, 0.64323, -3.12326], [0.19765, -0.03869, -2.01799], [0.60363, -1.27899, -2.45675], [0.64503, -1.36909, -3.76144], [0.89974, -2.30433, -1.47815], [1.27064, -3.60762, -1.79012], [1.51595, -4.50527, -0.85284], [1.37441, -4.10861, 0.41018], [0.99646, -2.81959, 0.74223], [0.77817, -1.90651, -0.20013], [0.19985, 0.05371, -5.14371], [-0.31739, 1.67469, -3.19200], [1.36079, -3.91225, -2.82581], [1.57340, -4.84455, 1.17731], [0.88006, -2.50491, 1.77052]],
  "forces_ev_per_a": [[1.8, -0.4, 1.4], [-0.1, 0.0, 0.0], [0.1, 0.1, 0.0], [0.2, 1.0, -0.2], [0.0, -0.2, 0.0], [0.0, 0.1, 0.0], [0.1, -0.1, 0.0], [-0.1, 0.0, 0.0], [0.2, -0.1, 0.0], [-1.4, 0.9, 0.0], [-0.2, -0.1, 0.2], [0.0, 0.1, 0.0], [-0.6, -0.4, -0.2], [0.0, 0.0, 0.0], [0.0, 0.0, 0.0], [0.0, 0.0, 0.0], [-0.2, -0.1, -0.2], [0.3, 0.1, -0.4], [0.1, 0.0, 0.3], [0.0, 0.0, -0.1], [-0.4, 0.0, 0.3], [-0.3, 0.0, -0.1], [0.3, 0.0, 0.1], [-0.1, 0.0, 0.0], [-0.1, 0.2, -0.1], [0.2, 0.1, 0.0], [0.1, -0.4, -0.6], [-0.3, 0.5, -0.3], [0.1, -0.3, 0.2], [0.1, -0.4, 0.4], [-0.1, 0.3, -0.2], [0.0, -0.1, 0.2], [0.0, -0.1, -0.3], [0.0, 0.1, 0.2], [0.1, -1.1, -0.5], [0.0, 0.1, 0.0], [0.0, 0.0, 0.0], [0.0, 0.0, 0.0], [0.0, 0.0, 0.1], [0.0, 0.1, 0.0]]
}



No. 2
{
  "formula": "C18H10AuCl2N4O2S",
  "method": "wB97M-V/def2-TZVPD",
  "gap_ev": [7.374, 5.587],
  "e_homo_ev": [-4.63, -4.56],
  "total_energy_ev": -68458.031,
  "lumo_energy_ev": [2.75, 1.03],
  "spin_multiplicity": 3,
  "s2": 2.010,
  "charge": -1,
  "elements": ["Au", "Cl", "C", "C", "C", "N", "C", "O", "C", "C", "C", "C", "C", "N", "C", "C", "C", "Cl", "N", "C", "O", "C", "C", "C", "C", "C", "N", "H", "H", "H", "H", "H", "H", "H", "H", "H", "H", "S"],
  "positions_angstrom": [[0.99566, -0.00094, 0.66009], [2.18984, -3.52963, -5.12450], [1.83930, -2.20569, -4.04963], [1.30501, -2.49300, -2.80125], [1.00971, -1.47071, -1.90533], [0.49772, -1.66194, -0.61221], [-0.11833, -2.79552, -0.25056], [-0.25415, -3.82097, -0.92539], [-0.76109, -2.81525, 1.12798], [-1.00834, -4.06088, 1.70352], [-1.61411, -4.11220, 2.94388], [-1.96670, -2.92343, 3.56883], [-1.69033, -1.73575, 2.91418], [-1.10495, -1.67732, 1.72187], [1.26067, -0.12627, -2.28198], [1.79603, 0.13795, -3.53839], [2.08329, -0.89833, -4.41595], [2.75476, -0.50245, -5.97266], [0.96644, 0.84848, -1.31550], [0.80327, 2.13991, -1.63317], [0.95654, 2.66258, -2.74165], [0.33743, 3.06502, -0.51914], [0.57729, 4.42962, -0.67506], [0.14377, 5.29787, 0.30795], [-0.52591, 4.78388, 1.41039], [-0.72655, 3.41585, 1.47189], [-0.31003, 2.57299, 0.53182], [1.11014, -3.51517, -2.52845], [-0.72234, -4.94710, 1.15663], [-1.81301, -5.06485, 3.41966], [-2.44158, -2.91578, 4.54111], [-1.94392, -0.78217, 3.36593], [1.98169, 1.15464, -3.83688], [1.09062, 4.76421, -1.56433], [0.32137, 6.36273, 0.21842], [-0.88178, 5.42635, 2.20504], [-1.24102, 2.96887, 2.31641], [1.78259, 0.42342, 2.70561]],
  "forces_ev_per_a": [[0.2, 0.1, 0.3], [0.0, 0.0, 0.0], [0.0, 0.0, 0.0], [0.0, 0.0, 0.0], [0.0, 0.0, 0.0], [0.0, 0.0, -0.1], [-0.1, 0.1, 0.0], [0.0, 0.0, 0.0], [0.0, 0.0, 0.1], [0.0, 0.0, 0.0], [0.0, 0.0, 0.0], [0.0, 0.0, 0.0], [0.0, 0.0, 0.0], [0.0, 0.0, -0.1], [0.0, 0.0, 0.0], [0.0, 0.0, 0.0], [0.0, 0.0, 0.0], [0.0, 0.0, 0.0], [0.0, 0.0, -0.1], [-0.1, 0.0, 0.0], [0.0, 0.0, 0.0], [0.1, 0.0, 0.1], [0.0, 0.0, 0.0], [0.0, 0.0, 0.0], [0.0, 0.0, 0.0], [0.0, 0.0, 0.0], [0.0, -0.1, 0.0], [0.0, 0.0, 0.0], [0.0, 0.0, 0.0], [0.0, 0.0, 0.0], [0.0, 0.0, 0.0], [0.0, 0.0, 0.0], [0.0, 0.0, 0.0], [0.0, 0.0, 0.0], [0.0, 0.0, 0.0], [0.0, 0.0, 0.0], [0.0, 0.0, 0.0], [-0.1, 0.0, -0.1]]
}



No. 3
{
  "formula": "C18H10AuF5N3OS3",
  "method": "wB97M-V/def2-TZVPD",
  "gap_ev": 6.666,
  "e_homo_ev": -11.51,
  "total_energy_ev": -75124.420,
  "lumo_energy_ev": -4.84,
  "spin_multiplicity": 1,
  "charge": 1,
  "elements": ["Au", "F", "C", "C", "F", "C", "F", "C", "S", "C", "F", "C", "F", "N", "C", "C", "C", "C", "C", "C", "C", "N", "C", "C", "N", "C", "H", "H", "H", "H", "H", "H", "H", "C", "O", "C", "S", "S", "H", "H", "H"],
  "positions_angstrom": [[0.84878, 1.42683, -1.68087], [-4.58286, -1.57865, -4.70069], [-3.80780, -0.67954, -4.11607], [-2.96134, -1.05637, -3.08585], [-2.92653, -2.32058, -2.67608], [-2.16320, -0.10672, -2.47787], [-1.36573, -0.51298, -1.47043], [-2.15983, 1.22360, -2.87510], [-1.18370, 2.48460, -2.12308], [-3.02047, 1.57479, -3.91166], [-3.06846, 2.83664, -4.32879], [-3.84025, 0.64387, -4.52675], [-4.64937, 1.01185, -5.50945], [-0.03165, -4.10482, 7.35046], [-0.01326, -3.33986, 6.49507], [0.00942, -2.38372, 5.42455], [0.30939, -1.05008, 5.69207], [0.33379, -0.12848, 4.66103], [0.04403, -0.54805, 3.37151], [-0.26383, -1.87134, 3.09320], [-0.27365, -2.79354, 4.12431], [0.06030, 0.40694, 2.30767], [-0.37899, 1.71183, 2.37110], [-0.20043, 2.24134, 1.13552], [0.35341, 1.27459, 0.33077], [0.49763, 0.18343, 1.06008], [0.53271, -0.74198, 6.70360], [0.59688, 0.90134, 4.86005], [-0.52347, -2.17974, 2.08939], [-0.51655, -3.82810, 3.92734], [-0.80553, 2.12745, 3.26547], [-0.44550, 3.22166, 0.76973], [0.91733, -0.75058, 0.72834], [5.44643, 0.64481, -3.49880], [4.12052, 0.96672, -4.00548], [3.12154, 1.06142, -3.21050], [3.14059, 0.82376, -1.51264], [1.58534, 1.48315, -3.84968], [5.53833, -0.43729, -3.45872], [5.59310, 1.09403, -2.51979], [6.13285, 1.06774, -4.22294]],
  "forces_ev_per_a": [[-0.1, 0.3, 0.3], [0.0, 0.0, 0.0], [0.0, 0.0, 0.0], [0.0, 0.0, 0.0], [0.0, 0.0, 0.0], [-0.1, 0.0, 0.1], [0.0, 0.0, 0.0], [0.1, 0.0, 0.0], [-0.1, -0.1, 0.0], [0.0, 0.0, 0.0], [0.0, 0.0, 0.0], [0.0, 0.0, 0.0], [0.0, 0.0, 0.0], [0.0, 0.0, 0.0], [0.0, 0.0, 0.1], [0.0, 0.1, -0.1], [0.0, 0.0, 0.0], [0.0, 0.0, 0.0], [0.0, 0.0, 0.1], [0.0, 0.0, 0.0], [0.0, 0.0, 0.0], [0.0, 0.0, -0.1], [0.0, 0.0, 0.0], [0.0, 0.0, 0.1], [0.1, 0.0, -0.1], [0.0, 0.0, 0.0], [0.0, 0.0, 0.0], [0.0, 0.0, 0.0], [0.0, 0.0, 0.0], [0.0, 0.0, 0.0], [0.0, 0.0, 0.0], [0.0, 0.0, 0.0], [0.0, 0.0, 0.0], [0.0, 0.0, 0.0], [0.0, 0.1, 0.0], [-0.2, 0.0, 0.1], [0.1, -0.2, -0.3], [0.2, 0.0, 0.0], [0.0, 0.0, 0.0], [0.0, 0.0, 0.0], [0.0, 0.0, 0.0]]
}



No. 4
{
  "formula": "C18H10BBr2F4MoN2O4S2",
  "method": "wB97M-V/def2-TZVPD",
  "gap_ev": [6.482, 6.360],
  "e_homo_ev": [-4.60, -4.60],
  "total_energy_ev": -205167.651,
  "lumo_energy_ev": [1.88, 1.76],
  "spin_multiplicity": 1,
  "charge": -1,
  "elements": ["Mo", "Br", "C", "C", "C", "C", "C", "N", "C", "O", "O", "H", "H", "H", "Br", "C", "C", "C", "C", "C", "N", "C", "O", "O", "H", "H", "H", "S", "C", "C", "C", "C", "C", "C", "S", "H", "H", "H", "H", "F", "B", "F", "F", "F"],
  "positions_angstrom": [[0.45940, -0.74533, 0.19405], [-0.32116, 1.07471, 3.47604], [0.25527, -0.72413, 3.47404], [0.53988, -1.30083, 4.70555], [0.86009, -2.63083, 4.74904], [0.79754, -3.36797, 3.57923], [0.50005, -2.72195, 2.41741], [0.30165, -1.39540, 2.32463], [0.25361, -3.45355, 1.10804], [0.17818, -4.63179, 1.02735], [0.05153, -2.58881, 0.14160], [0.49596, -0.69745, 5.60109], [1.12348, -3.09767, 5.69144], [0.97915, -4.43563, 3.54484], [-1.98828, 2.80837, -3.05629], [-0.70836, 3.53314, -1.85151], [-0.49760, 4.90719, -1.84387], [0.44118, 5.39641, -0.95749], [1.11200, 4.51102, -0.12664], [0.80782, 3.16808, -0.22710], [-0.08640, 2.68532, -1.07400], [1.50338, 2.19806, 0.71164], [2.30409, 2.56179, 1.49407], [1.11415, 0.90816, 0.58568], [-1.04983, 5.55374, -2.51154], [0.64551, 6.46047, -0.91625], [1.86019, 4.82522, 0.59127], [-1.83171, -0.19884, 0.03084], [-2.19133, -0.67142, -1.64285], [-3.52707, -0.84234, -2.01819], [-3.86573, -1.17641, -3.32449], [-2.85843, -1.35007, -4.26682], [-1.52853, -1.17927, -3.89540], [-1.17640, -0.83769, -2.58555], [0.52945, -0.60231, -2.17929], [-4.29580, -0.71074, -1.25871], [-4.90999, -1.29845, -3.60491], [-3.10497, -1.63039, -5.28717], [-0.72829, -1.31317, -4.62159], [3.39239, -0.27242, -0.49619], [3.54991, -1.39874, 0.35377], [3.06125, -1.05410, 1.66376], [4.87841, -1.83245, 0.41871], [2.67436, -2.43155, -0.13824]],
  "forces_ev_per_a": [[-1.6, 0.6, -2.3], [0.1, -0.1, -0.1], [0.0, 0.0, -0.3], [-0.1, 0.5, 0.0], [0.1, -0.4, 0.2], [0.2, -0.6, 0.3], [-0.2, 0.1, -0.6], [0.0, 0.0, 1.2], [0.2, 1.5, 0.3], [0.0, -1.5, 0.0], [-0.1, -1.5, 0.0], [0.0, 0.0, -0.1], [0.0, 0.0, -0.1], [-0.1, 0.1, 0.0], [0.0, 0.0, 0.0], [0.0, 0.0, 0.0], [-0.1, 0.0, -0.1], [0.1, 0.1, 0.1], [0.2, 0.3, 0.1], [0.1, -0.4, 0.3], [-0.3, -0.1, -0.2], [-1.2, -1.3, -1.2], [1.2, 0.5, 1.2], [0.7, 2.4, 0.5], [0.0, 0.0, 0.0], [0.0, -0.1, 0.0], [-0.1, 0.0, -0.1], [0.8, -0.4, 0.0], [-0.3, 0.2, 0.0], [0.1, 0.0, 0.0], [0.0, 0.1, 0.1], [0.2, 0.0, 0.0], [0.0, 0.0, 0.0], [0.0, 0.2, -0.2], [-0.2, -0.4, 0.6], [0.1, 0.0, -0.2], [0.2, 0.0, 0.1], [0.0, 0.1, 0.1], [-0.2, 0.0, 0.1], [0.1, -0.5, 0.4], [0.2, 0.0, 0.1], [0.2, -0.2, -0.5], [-0.7, 0.2, -0.1], [0.3, 0.6, 0.4]]
}